No. 1
C4H12NO2PS | ωB97M-V/def2-TZVPD

Computed properties:
Maximum force: 7.62 eV/A
Total charge: 0
Electronic energy: -1104.2292 Eh

Last column: Löwdin charge in e.
Cartesian coordinates (Å):
C (-2.859, 0.551, 1.109)  -0.325
C (-1.454, 0.617, 1.228)  -0.244
C (1.327, -1.511, -0.581)  -0.203
C (3.076, 0.384, 0.370)  -0.266
N (0.700, 1.276, -1.279)  -0.388
O (-2.391, -1.856, 0.167)  -0.320
O (-2.377, 0.223, -1.570)  -0.167
P (-2.214, -0.437, -0.165)  0.522
S (1.353, 0.378, -0.194)  0.797
H (-3.344, 1.467, 1.093)  0.063
H (-3.443, 0.007, 1.927)  0.121
H (-0.774, 1.338, 0.778)  0.016
H (-0.710, -0.182, 1.564)  0.077
H (2.167, -1.811, -1.186)  0.025
H (1.427, -2.048, 0.370)  0.048
H (0.304, -1.681, -1.096)  0.068
H (3.545, -0.096, -0.457)  0.020
H (3.671, 1.263, 0.617)  0.061
H (2.871, -0.193, 1.254)  0.037
H (0.874, 1.311, -2.237)  -0.044
H (-1.748, 0.999, -1.714)  0.103

Forces on atoms 1 to 3 (eV/Å):
-5.0 -1.5 2.5
6.7 -2.7 -2.4
-1.3 1.2 -0.3

=====

No. 2
C4H12NO2S | ωB97M-V/def2-TZVPD

Computed properties:
SMILES string: CC(C)([NH3+])C(O)(O)S
Maximum force: 5.55 eV/A
Total charge: +1
Electronic energy: -762.7367 Eh

Last column: Löwdin charge in e.
Cartesian coordinates (Å):
C (0.848, 1.037, -1.298)  -0.017
C (0.504, 0.303, -0.040)  -0.389
C (0.495, 0.949, 1.342)  -0.046
N (1.330, -1.058, -0.024)  0.233
C (-1.097, -0.421, -0.041)  -0.924
O (-1.195, -1.271, -1.061)  0.017
O (-1.190, -1.039, 1.118)  -0.003
S (-2.364, 0.967, -0.063)  0.861
H (1.937, 1.393, -1.247)  0.135
H (0.382, 1.983, -1.309)  0.086
H (0.675, 0.314, -2.076)  0.084
H (0.305, 0.279, 2.130)  0.069
H (1.268, 1.627, 1.602)  0.082
H (-0.455, 1.591, 1.403)  0.086
H (1.654, -1.322, 0.943)  0.194
H (2.076, -1.102, -0.816)  0.214
H (0.709, -1.768, -0.271)  0.093
H (-1.197, -0.808, -1.933)  0.147
H (-1.497, -1.951, 0.882)  0.170
H (-3.186, 0.300, 0.759)  -0.094

Forces on atoms 1 to 3 (eV/Å):
2.5 -0.2 1.7
-2.5 -1.8 1.8
-1.5 1.9 -1.1

=====

In the order shown, the computed ΔE to the lowest compared entry with this formula, charge and spin values come out to 135.2; 46.6 kcal per mole.
In the order shown, the computed frontier orbital gap values come out to 8.38; 9.64 eV.